Record 1
A structure of composition C17H49O11S8. Source: the Open Molecules 2025 dataset; level of theory: ωB97M-V with the def2-TZVPD basis set.

Calculated values
HOMO-LUMO gap	8.05	eV
energy	-4689.988990	Eh

```
! wB97M-V def2-TZVPD RIJCOSX def2/J DEFGRID3
* xyz -1 1
O -8.822 0.850 17.094
C -9.234 -0.181 16.486
O -10.462 -0.230 16.538
O -8.432 -0.931 15.881
H -9.780 0.898 17.137
C -9.231 -1.813 20.135
S -7.409 -1.367 20.312
O -6.889 -2.098 21.569
C -6.803 -2.159 18.800
H -9.565 -1.318 19.223
H -9.811 -1.477 20.994
H -9.376 -2.876 19.941
H -6.990 -3.232 18.764
H -5.721 -2.115 18.672
H -7.231 -1.614 17.958
C -6.442 4.569 13.910
S -7.159 3.200 12.815
O -6.078 2.758 11.810
C -7.393 2.032 14.170
H -5.618 4.246 14.547
H -7.145 5.117 14.536
H -6.056 5.445 13.389
H -8.082 1.238 13.882
H -7.742 2.546 15.066
H -6.400 1.624 14.360
C -7.341 3.396 18.747
S -7.715 4.501 17.316
O -8.977 5.289 17.711
C -6.412 5.779 17.641
H -6.292 3.105 18.800
H -7.881 2.450 18.773
H -7.497 3.944 19.677
H -6.477 6.110 18.677
H -6.592 6.711 17.105
H -5.400 5.394 17.510
C -12.705 -2.659 16.044
S -12.944 -3.973 14.728
O -13.613 -5.199 15.325
C -11.327 -4.488 14.066
H -12.162 -1.822 15.604
H -12.249 -3.129 16.915
H -13.570 -2.073 16.356
H -10.629 -3.686 13.827
H -11.573 -4.854 13.069
H -10.870 -5.327 14.590
C -12.710 -0.916 20.316
S -14.015 0.189 19.573
O -13.869 1.416 20.484
C -13.153 0.701 18.041
H -11.857 -0.381 20.733
H -12.281 -1.544 19.535
H -13.055 -1.498 21.170
H -12.992 -0.130 17.354
H -12.195 1.184 18.233
H -13.799 1.476 17.628
C -9.480 -4.405 17.129
S -8.313 -5.403 16.255
O -9.152 -6.427 15.423
C -7.845 -3.979 15.075
H -10.386 -4.176 16.568
H -8.956 -3.508 17.459
H -9.825 -4.961 18.000
H -8.521 -3.141 14.905
H -7.459 -4.487 14.191
H -6.960 -3.530 15.527
C -11.804 4.860 13.518
S -12.445 3.731 14.814
O -13.165 2.573 14.077
C -10.809 3.043 15.419
H -11.397 4.287 12.684
H -11.125 5.658 13.820
H -12.680 5.202 12.966
H -11.091 2.204 16.054
H -10.199 3.798 15.916
H -10.265 2.608 14.581
C -11.221 -0.023 13.211
S -10.908 1.215 11.784
O -9.940 0.505 10.844
C -12.549 0.908 11.026
H -11.535 -1.023 12.910
H -11.850 0.379 14.005
H -10.201 -0.075 13.593
H -12.622 1.437 10.077
H -13.351 1.306 11.648
H -12.665 -0.155 10.813
*
```



Record 2
A cluster of 8 separate species, C17H50O12 in total. Source: the Open Molecules 2025 dataset; level of theory: ωB97M-V with the def2-TZVPD basis set.

Calculated values
HOMO-LUMO gap	9.06	eV
energy	-1580.296586	Eh
ΔE to the lowest compared entry with this formula, charge and spin	153.67	kcal/mol
structure (SMILES)	COCCOC.COCCOC.COCCOC.COCCOC.CO.O.O.O

```
! wB97M-V def2-TZVPD RIJCOSX def2/J DEFGRID3
* xyz 0 1
C -2.375 -0.836 -1.660
O -3.740 -1.238 -1.463
C -3.929 -1.690 -0.104
C -5.328 -2.209 0.335
O -6.490 -1.294 0.353
C -6.569 -0.476 -0.919
H -2.204 -0.254 -2.566
H -1.792 -1.736 -1.855
H -1.886 -0.339 -0.822
H -3.699 -0.942 0.655
H -3.223 -2.516 -0.014
H -5.183 -2.607 1.340
H -5.587 -3.045 -0.315
H -5.829 0.317 -1.022
H -7.564 -0.036 -0.848
H -6.603 -1.050 -1.845
C 2.950 -0.893 -1.861
O 3.761 -1.123 -2.996
C 3.515 -2.385 -3.692
C 4.376 -2.512 -4.976
O 3.750 -1.862 -6.070
C 4.502 -1.956 -7.362
H 1.920 -0.634 -2.105
H 3.423 -0.050 -1.356
H 2.750 -1.790 -1.276
H 2.465 -2.601 -3.891
H 3.980 -3.121 -3.036
H 4.563 -3.533 -5.308
H 5.384 -2.111 -4.869
H 5.051 -2.883 -7.529
H 5.234 -1.149 -7.387
H 3.815 -1.837 -8.200
C -4.572 4.391 3.669
O -5.324 3.189 3.435
C -5.202 2.752 2.073
C -3.985 1.829 1.811
O -2.794 2.551 1.907
C -1.720 1.958 1.225
H -4.538 4.540 4.748
H -5.113 5.230 3.230
H -3.607 4.484 3.172
H -5.036 3.515 1.312
H -6.124 2.208 1.871
H -4.132 1.297 0.872
H -3.954 1.068 2.591
H -1.083 2.838 1.134
H -1.862 1.471 0.261
H -1.089 1.266 1.783
C 3.011 2.771 -1.392
O 2.118 2.967 -0.346
C 2.160 1.896 0.581
C 3.123 2.266 1.783
O 4.467 2.105 1.278
C 5.239 1.191 2.045
H 3.966 2.535 -0.923
H 3.287 3.571 -2.079
H 2.787 1.935 -2.055
H 2.331 0.937 0.093
H 1.185 1.902 1.070
H 3.039 1.565 2.613
H 3.021 3.241 2.260
H 4.664 0.302 2.304
H 5.524 1.706 2.963
H 6.155 1.047 1.472
O 0.306 -1.274 0.163
H -0.152 -0.903 0.918
H 0.470 -2.185 0.405
O -0.328 -3.935 1.152
H -0.042 -3.791 2.053
H -0.641 -4.840 1.141
O 2.697 -1.695 1.960
H 3.570 -2.037 2.153
H 2.538 -1.944 1.050
C 0.996 -0.308 4.385
O 0.752 -1.638 4.036
H 0.958 0.289 3.474
H 0.239 0.160 5.015
H 2.011 -0.159 4.752
H 1.245 -1.879 3.249
*
```



Record 3
A cluster of 8 separate species, C17H51F3O7PS7 in total. Source: the Open Molecules 2025 dataset; level of theory: ωB97M-V with the def2-TZVPD basis set.

Calculated values
HOMO-LUMO gap	3.80	eV
energy	-4632.909238	Eh
ΔE to the lowest compared entry with this formula, charge and spin	11.47	kcal/mol

```
! wB97M-V def2-TZVPD RIJCOSX def2/J DEFGRID3
* xyz -1 1
F 2.474 0.014 -2.123
C 1.419 -0.002 -2.953
F 0.779 1.210 -2.745
F 1.900 0.074 -4.215
C 0.472 -1.135 -2.743
C 1.032 -2.491 -3.254
P 2.326 -3.403 -2.121
H 0.218 -1.266 -1.699
H -0.440 -0.956 -3.306
H 0.160 -3.148 -3.273
H 1.380 -2.391 -4.281
H 1.210 -4.320 -1.654
H 1.998 -2.505 -0.963
H 3.406 -2.466 -2.517
H 2.618 -4.272 -3.256
H 3.248 -4.147 -1.323
C -1.238 4.935 -0.153
S -1.738 3.368 -0.879
O -3.145 3.112 -0.439
C -0.672 2.332 0.113
H -1.820 5.730 -0.617
H -1.427 4.913 0.920
H -0.179 5.099 -0.349
H -0.891 2.487 1.168
H 0.367 2.579 -0.096
H -0.857 1.293 -0.162
C -0.088 1.627 4.020
S 0.872 3.141 4.017
O 1.049 3.542 2.595
C 2.414 2.378 4.542
H -1.089 1.870 3.677
H 0.377 0.903 3.350
H -0.140 1.237 5.036
H 2.698 1.599 3.835
H 2.286 1.960 5.541
H 3.180 3.151 4.564
C -4.445 -2.033 -1.051
S -3.187 -0.763 -0.835
O -1.902 -1.454 -0.583
C -3.788 -0.177 0.755
H -4.229 -2.559 -1.978
H -4.409 -2.731 -0.214
H -5.427 -1.562 -1.115
H -3.799 -1.004 1.466
H -4.787 0.242 0.633
H -3.112 0.603 1.097
C -2.319 6.068 4.339
S -1.782 4.994 5.673
O -2.052 3.598 5.240
C -3.091 5.437 6.823
H -1.648 5.909 3.497
H -3.339 5.813 4.051
H -2.260 7.106 4.664
H -4.061 5.227 6.373
H -3.007 6.494 7.075
H -2.964 4.836 7.721
C 5.328 -7.936 -2.857
S 4.310 -7.181 -4.141
O 4.360 -5.727 -3.928
C 2.737 -7.728 -3.456
H 6.364 -7.669 -3.057
H 5.028 -7.542 -1.885
H 5.215 -9.021 -2.888
H 2.633 -7.343 -2.441
H 2.694 -8.820 -3.467
H 1.946 -7.320 -4.080
C 2.382 -5.843 2.571
S 4.016 -5.854 1.816
O 3.821 -5.544 0.384
C 4.265 -7.637 1.961
H 2.015 -4.819 2.541
H 1.712 -6.486 2.000
H 2.454 -6.181 3.606
H 3.462 -8.160 1.439
H 4.286 -7.924 3.013
H 5.221 -7.876 1.499
C -3.548 8.327 -4.826
S -3.358 7.744 -3.135
O -1.998 8.143 -2.687
C -3.294 5.999 -3.546
H -3.568 9.414 -4.804
H -2.704 7.986 -5.426
H -4.485 7.951 -5.235
H -2.472 5.810 -4.236
H -4.241 5.696 -3.990
H -3.132 5.442 -2.627
*
```